ORCA calculation (ωB97M-V/def2-TZVPD) on C8H13NO8P2SW as an isolated structure in a non-equilibrium geometry.

XYZ file:
```
34
Properties=species:S:1:pos:R:3:forces:R:3
W 0.4463 -0.1471 0.2766 1.249 0.393 0.013
O -1.1261 -0.9830 -1.3492 -0.081 -0.168 0.180
N -0.7742 -1.2698 -2.5970 0.012 0.100 0.212
C -1.7505 -1.6507 -3.4455 -0.096 -0.056 -0.112
C -1.4927 -1.9599 -4.7492 0.026 0.051 0.114
C -0.1600 -1.8647 -5.1888 -0.222 -0.138 -0.334
C 0.8140 -1.4768 -4.3275 0.287 0.194 0.542
C 0.5388 -1.1501 -2.9635 -0.331 -0.303 -0.640
S 1.6824 -0.7047 -1.8292 -0.015 0.264 0.347
H -2.7311 -1.6789 -2.9945 -0.006 -0.007 -0.020
H -2.3027 -2.2560 -5.3984 0.024 -0.006 -0.011
H 0.0911 -2.1003 -6.2164 -0.008 0.008 0.031
H 1.8458 -1.3978 -4.6427 -0.028 0.007 0.019
C -3.5832 -1.1745 3.3218 0.028 0.038 0.032
C -2.5765 -0.2146 2.7109 -0.129 -0.051 0.219
O -2.7253 1.0871 3.3231 0.013 -0.061 0.018
P -2.9090 0.1319 0.9535 0.217 -0.107 -0.357
O -4.3987 0.7335 0.9335 0.114 0.078 0.133
O -3.1380 -1.2296 0.2070 -0.202 0.094 -0.016
O -1.8864 1.0448 0.3752 -0.264 -0.224 0.043
P -0.8215 -0.7670 2.8822 -0.280 0.087 -0.143
O -0.7481 -1.0098 4.4830 -0.034 0.223 -0.040
O -0.5504 -2.0172 2.1290 -0.164 -0.212 0.020
O -0.0481 0.4712 2.4721 -0.126 -0.340 -0.143
H -4.6029 -0.8086 3.1872 0.021 0.014 -0.009
H -3.3784 -1.2751 4.3877 -0.005 0.011 -0.011
H -3.4941 -2.1536 2.8521 0.021 0.013 -0.018
H -1.8791 1.5380 3.1666 0.015 0.002 -0.038
H -4.4141 1.5512 1.4474 -0.011 0.022 0.057
H -2.4660 -1.3355 -0.5276 0.194 0.059 0.051
H 0.0903 -1.4263 4.7100 0.036 -0.056 -0.013
C 2.2602 -0.1920 0.9838 -0.281 0.082 -0.136
H 3.1943 -0.0949 0.4188 -0.001 -0.053 0.036
H 2.4473 -0.3598 2.0518 0.026 0.040 -0.026
```
Positions in Å, forces in eV/Å.

Properties
spin multiplicity: 4
energy above the lowest of the compared OMol25 structures with the same formula, charge and spin: 28.9 kcal/mol
molar mass: 529.05 g mol⁻¹
HOMO energy (alpha / beta): -2.663 / -3.337 eV
charge: -1
Kohn-Sham gap (alpha / beta): 5.47 / 6.13 eV